1.
{"formula": "C36H84BrClN2O16S", "method": "ωB97M-V/def2-TZVPD", "orbital_gap_ev": 8.5, "smiles": "O=C(Cl)C[C@@]1(CCCCCCCSc2nnco2)OC(=O)O[C@H]1Br.CCO.CCO.CCO.CCO.CCO.CCO.CCO.CCO.CCO.CCO.CCO", "max_force_ev_per_a": 10.1, "lumo_energy_ev": -0.7, "total_energy_ha": -6167.25239, "symbols": ["O", "C", "Cl", "C", "C", "C", "C", "C", "C", "C", "C", "C", "S", "C", "N", "N", "C", "O", "O", "C", "O", "O", "C", "Br", "H", "H", "H", "H", "H", "H", "H", "H", "H", "H", "H", "H", "H", "H", "H", "H", "H", "H", "C", "C", "O", "H", "H", "H", "H", "H", "H", "C", "C", "O", "H", "H", "H", "H", "H", "H", "C", "C", "O", "H", "H", "H", "H", "H", "H", "C", "C", "O", "H", "H", "H", "H", "H", "H", "C", "C", "O", "H", "H", "H", "H", "H", "H", "C", "C", "O", "H", "H", "H", "H", "H", "H", "C", "C", "O", "H", "H", "H", "H", "H", "H", "C", "C", "O", "H", "H", "H", "H", "H", "H", "C", "C", "O", "H", "H", "H", "H", "H", "H", "C", "C", "O", "H", "H", "H", "H", "H", "H", "C", "C", "O", "H", "H", "H", "H", "H", "H"], "coordinates": [[-4.14, 1.35, -0.63], [-4.82, 0.70, -1.62], [-5.30, 1.69, -3.15], [-5.18, -0.87, -1.36], [-4.12, -1.93, -2.07], [-2.77, -1.70, -1.17], [-1.60, -2.86, -1.38], [-0.48, -2.77, -0.19], [1.05, -2.46, -0.69], [1.25, -1.01, -1.45], [1.84, -1.32, -2.98], [2.15, 0.05, -3.82], [0.78, 0.19, -5.15], [-0.42, 1.45, -4.36], [-1.25, 0.85, -3.24], [-2.00, 1.93, -2.80], [-1.66, 3.20, -3.62], [-0.61, 2.88, -4.64], [-4.59, -3.35, -2.24], [-4.03, -3.85, -3.54], [-3.91, -5.13, -3.97], [-3.51, -2.71, -4.37], [-4.12, -1.53, -3.67], [-5.98, -1.57, -4.51], [-6.32, -1.13, -1.62], [-5.11, -1.04, -0.18], [-3.05, -1.75, -0.01], [-2.24, -0.67, -1.33], [-2.16, -3.90, -1.26], [-1.13, -2.84, -2.45], [-0.85, -1.96, 0.60], [-0.45, -3.84, 0.33], [1.34, -3.30, -1.46], [1.74, -2.47, 0.28], [1.96, -0.30, -0.84], [0.20, -0.49, -1.47], [2.82, -1.96, -2.96], [0.99, -1.93, -3.55], [3.23, 0.13, -4.27], [2.04, 0.96, -3.05], [-2.14, 4.25, -3.42], [-3.68, -0.51, -4.02], [2.84, -6.29, -0.12], [2.77, -5.43, 1.13], [1.48, -4.85, 1.25], [2.63, -5.68, -1.01], [3.83, -6.74, -0.22], [2.09, -7.08, -0.08], [3.50, -4.62, 1.09], [2.97, -6.03, 2.03], [0.83, -5.57, 1.30], [-0.01, 0.20, 3.43], [1.07, -0.24, 2.46], [0.70, 0.09, 1.13], [-0.96, -0.28, 3.19], [0.27, -0.05, 4.46], [-0.17, 1.28, 3.36], [1.21, -1.33, 2.52], [2.03, 0.24, 2.69], [0.58, 1.06, 1.09], [-5.53, 5.14, 1.03], [-4.03, 5.00, 1.12], [-3.69, 3.65, 1.39], [-6.01, 4.83, 1.97], [-5.81, 6.18, 0.83], [-5.94, 4.50, 0.24], [-3.63, 5.62, 1.93], [-3.55, 5.30, 0.18], [-4.04, 3.10, 0.67], [7.45, -2.88, 1.92], [6.04, -2.94, 2.45], [5.22, -3.68, 1.56], [7.48, -2.41, 0.93], [8.10, -2.31, 2.60], [7.87, -3.89, 1.80], [5.62, -1.94, 2.55], [6.01, -3.42, 3.43], [5.59, -4.58, 1.49], [9.56, -3.85, 5.37], [8.14, -3.91, 5.90], [7.32, -4.65, 5.01], [9.58, -3.38, 4.38], [10.21, -3.28, 6.05], [9.98, -4.85, 5.26], [7.73, -2.90, 6.00], [8.11, -4.39, 6.89], [7.70, -5.54, 4.94], [-5.51, 2.65, 4.37], [-4.67, 2.08, 5.49], [-3.89, 0.99, 5.01], [-6.17, 1.88, 3.95], [-6.12, 3.49, 4.72], [-4.87, 3.00, 3.55], [-5.31, 1.71, 6.30], [-4.00, 2.84, 5.90], [-3.32, 1.33, 4.30], [7.75, -0.17, -4.19], [6.35, -0.23, -4.78], [5.55, 0.80, -4.23], [7.71, -0.27, -3.10], [8.38, -0.96, -4.60], [8.21, 0.80, -4.40], [5.88, -1.19, -4.55], [6.38, -0.12, -5.87], [5.97, 1.65, -4.45], [-6.25, 9.59, -1.07], [-4.74, 9.44, -0.99], [-4.40, 8.09, -0.71], [-6.72, 9.27, -0.14], [-6.53, 10.62, -1.28], [-6.66, 8.95, -1.86], [-4.34, 10.06, -0.18], [-4.27, 9.74, -1.92], [-4.76, 7.54, -1.44], [0.01, 6.25, -2.26], [0.01, 7.62, -1.61], [-1.04, 8.41, -2.13], [0.13, 6.35, -3.35], [0.82, 5.63, -1.87], [-0.94, 5.74, -2.09], [0.96, 8.14, -1.80], [-0.12, 7.54, -0.52], [-1.88, 7.95, -1.95], [-7.93, -0.89, -8.54], [-8.91, -1.12, -7.41], [-8.64, -2.36, -6.77], [-7.99, -1.70, -9.27], [-8.12, 0.06, -9.04], [-6.90, -0.89, -8.16], [-9.93, -1.14, -7.79], [-8.84, -0.32, -6.66], [-7.74, -2.32, -6.43], [4.81, -4.64, 9.69], [5.98, -5.06, 8.83], [6.86, -3.95, 8.63], [4.26, -3.82, 9.22], [4.12, -5.48, 9.84], [5.15, -4.28, 10.66], [5.64, -5.40, 7.85], [6.55, -5.87, 9.30], [7.16, -3.66, 9.51]], "lowdin_charge": [-0.1014, -0.5297, 0.5448, -0.0993, -0.3374, -0.1038, -0.1722, -0.1919, -0.1991, -0.2067, -0.2606, -0.4423, 0.8279, -0.4426, -0.0043, -0.0279, -0.0158, -0.0631, -0.0176, -0.2507, 0.0261, -0.0959, -0.4757, 0.7464, 0.1282, 0.1455, 0.1401, 0.1099, 0.1205, 0.1201, 0.1120, 0.1017, 0.1097, 0.1127, 0.1091, 0.0867, 0.1096, 0.0910, 0.0647, 0.1047, 0.1315, 0.1067, -0.0852, -0.3184, -0.1135, 0.0708, 0.0714, 0.0722, 0.0781, 0.1115, 0.0885, -0.0905, -0.3138, -0.1178, 0.0746, 0.0773, 0.0730, 0.1122, 0.1101, 0.1007, -0.0840, -0.3199, -0.1043, 0.0683, 0.0603, 0.0751, 0.1164, 0.0970, 0.0451, -0.0916, -0.3092, -0.1099, 0.0739, 0.0670, 0.0739, 0.1159, 0.0919, 0.0912, -0.0872, -0.3243, -0.1013, 0.0621, 0.0757, 0.0737, 0.1192, 0.0867, 0.0923, -0.0959, -0.3279, -0.0932, 0.0798, 0.0735, 0.0502, 0.1110, 0.1069, 0.0815, -0.0956, -0.3272, -0.1036, 0.0778, 0.0751, 0.0726, 0.1132, 0.1095, 0.0926, -0.0933, -0.3234, -0.1045, 0.0775, 0.0757, 0.0736, 0.1176, 0.1095, 0.0886, -0.0997, -0.3223, -0.0911, 0.0807, 0.0789, 0.0461, 0.1142, 0.1103, 0.0677, -0.0960, -0.3322, -0.1066, 0.0784, 0.0727, 0.0684, 0.1129, 0.1041, 0.0014, -0.0944, -0.3220, -0.1075, 0.0797, 0.0752, 0.0722, 0.1156, 0.1094, 0.0960]}

---

2.
{"formula": "C33H38As2NO2RuS", "method": "ωB97M-V/def2-TZVPD", "orbital_gap_ev": [8.0, 6.3], "total_charge": 3, "spin_multiplicity": 5, "max_force_ev_per_a": 0.9, "lumo_energy_ev": [-8.2, -10.1], "total_energy_ha": -6449.12923, "de_lowest_ev": 0.000, "symbols": ["Ru", "N", "C", "O", "C", "C", "H", "H", "H", "H", "H", "H", "C", "C", "As", "C", "C", "C", "C", "C", "C", "C", "C", "C", "C", "C", "C", "As", "C", "C", "C", "C", "C", "C", "C", "C", "C", "C", "C", "C", "H", "H", "H", "H", "H", "H", "H", "H", "H", "H", "H", "H", "H", "H", "H", "H", "H", "H", "H", "H", "H", "H", "H", "H", "O", "S", "C", "C", "C", "C", "H", "H", "H", "H", "H", "H", "H", "H"], "coordinates": [[0.74, -0.93, -0.15], [1.55, -3.65, 2.83], [1.16, -2.99, 1.77], [1.34, -1.73, 1.69], [0.50, -3.67, 0.61], [-0.40, -2.63, -0.08], [2.01, -3.16, 3.59], [1.41, -4.64, 2.91], [-0.05, -4.56, 0.91], [1.29, -4.00, -0.07], [-1.26, -2.39, 0.55], [-0.74, -2.95, -1.06], [-2.89, 0.88, -0.45], [-2.35, 0.55, -1.83], [-0.43, 0.23, -1.99], [0.32, 1.94, -1.50], [0.05, 3.12, -2.20], [0.63, 4.31, -1.79], [1.48, 4.33, -0.68], [1.76, 3.17, 0.02], [1.18, 1.98, -0.41], [-0.15, 0.04, -3.86], [0.92, 0.70, -4.46], [1.06, 0.65, -5.84], [0.14, -0.06, -6.60], [-0.91, -0.74, -6.00], [-1.06, -0.69, -4.62], [-2.45, 2.66, 0.23], [-2.72, 2.64, 2.08], [-2.20, 1.59, 2.85], [-2.46, 1.55, 4.21], [-3.22, 2.56, 4.79], [-3.70, 3.62, 4.04], [-3.43, 3.68, 2.68], [-3.65, 3.89, -0.57], [-5.02, 3.65, -0.46], [-5.91, 4.54, -1.03], [-5.43, 5.66, -1.71], [-4.07, 5.89, -1.82], [-3.16, 5.00, -1.25], [-2.64, 0.14, 0.31], [-3.99, 0.94, -0.50], [-2.58, 1.34, -2.55], [-2.83, -0.36, -2.20], [-0.59, 3.10, -3.07], [0.44, 5.22, -2.34], [1.93, 5.27, -0.37], [2.42, 3.18, 0.87], [1.46, 1.08, 0.17], [1.64, 1.25, -3.86], [1.88, 1.16, -6.32], [0.25, -0.09, -7.68], [-1.61, -1.30, -6.60], [-1.87, -1.23, -4.16], [-1.59, 0.81, 2.40], [-2.08, 0.74, 4.81], [-3.42, 2.53, 5.86], [-4.28, 4.41, 4.51], [-3.79, 4.52, 2.09], [-5.41, 2.79, 0.09], [-6.97, 4.37, -0.95], [-6.13, 6.35, -2.16], [-3.70, 6.76, -2.34], [-2.10, 5.19, -1.32], [2.31, -1.25, -1.41], [3.71, -1.95, -1.47], [4.55, -1.07, -2.82], [5.71, -0.28, -2.19], [5.24, 0.13, -0.80], [4.70, -1.16, -0.19], [3.77, -0.43, -3.23], [4.85, -1.80, -3.57], [5.97, 0.57, -2.82], [6.59, -0.92, -2.12], [4.44, 0.88, -0.87], [6.04, 0.55, -0.20], [4.05, -1.04, 0.68], [5.50, -1.86, 0.06]], "lowdin_spin": [2.5705, 0.0130, 0.0101, 0.0597, -0.0008, -0.0052, 0.0002, 0.0005, -0.0013, 0.0003, 0.0227, 0.0049, 0.0897, 0.0097, 0.0166, 0.0364, 0.0258, 0.0065, 0.0036, 0.0033, 0.0301, 0.0042, 0.0010, 0.0004, 0.0000, 0.0002, 0.0004, 0.4578, 0.0840, 0.0448, 0.0014, 0.0697, -0.0004, 0.0515, 0.0711, 0.0169, 0.0055, -0.0014, -0.0005, 0.0057, 0.0041, 0.0148, 0.0002, 0.0009, -0.0001, -0.0001, 0.0002, 0.0000, 0.0078, 0.0005, 0.0001, 0.0000, 0.0000, 0.0000, 0.0040, -0.0009, 0.0033, -0.0008, 0.0018, 0.0005, 0.0011, -0.0001, 0.0000, 0.0025, 0.1948, 0.0374, 0.0096, 0.0015, 0.0007, 0.0051, 0.0006, 0.0008, 0.0003, 0.0000, 0.0001, 0.0002, -0.0003, 0.0006]}

---

Number 1 is which compound? C36H84BrClN2O16S